# 1
C3H9NO | ωB97M-V/def2-TZVPD

Output
ΔE to the lowest compared entry with this formula, charge and spin: 60.0 kcal/mol
Kohn-Sham gap: 9.269 eV
LUMO energy: 0.908 eV
SMILES: C=CO.CN
HOMO energy: -0.30726 hartree
Net charge: 0

Positions of all 14 atoms, in Å:
C1 -2.094031 -0.867141 0.122659
C2 -1.729448 0.380551 0.531345
O1 -0.752900 1.283148 0.156014
H1 -3.072465 -1.213289 -0.041250
H2 -1.331700 -1.514597 -0.242517
H3 -2.445413 0.917148 1.128458
H4 -0.216750 0.836016 -0.463388
C3 1.852724 0.397027 0.175804
N1 1.034790 -0.368087 -0.684116
H5 1.322521 0.487827 1.144678
H6 2.106144 1.452893 -0.166107
H7 2.909935 0.006125 0.296588
H8 1.472066 -0.452083 -1.566944
H9 0.944530 -1.345534 -0.391222

Atoms 1-6, force components in eV/Å:
2.78 1.53 0.08
-1.80 0.59 -0.86
-2.19 -0.37 2.37
-1.26 -0.20 1.06
0.37 -0.29 -0.92
-0.39 0.36 0.03

# 2
C3H9NO | ωB97M-V/def2-TZVPD

Output
ΔE to the lowest compared entry with this formula, charge and spin: 39.2 kcal/mol
Kohn-Sham gap: 10.286 eV
LUMO energy: 1.150 eV
SMILES: COCCN
HOMO energy: -0.33575 hartree
Net charge: 0

Positions of all 14 atoms, in Å:
C1 -2.111853 0.861107 -0.035356
O1 -0.903517 0.497361 -0.665110
C2 -0.188057 -0.548095 0.100964
C3 1.235192 -0.595520 -0.409686
N1 2.101402 0.326152 0.268507
H1 -2.554450 1.721808 -0.589529
H2 -1.867552 1.207898 1.036202
H3 -2.802170 -0.042190 0.060098
H4 -0.604346 -1.573487 -0.201384
H5 -0.274161 -0.394966 1.176183
H6 1.560827 -1.703374 -0.367697
H7 1.230764 -0.287279 -1.466767
H8 2.196623 0.107696 1.291745
H9 2.981299 0.422889 -0.198170

Atoms 1-6, force components in eV/Å:
0.03 -0.12 1.44
0.63 -1.05 1.15
-1.03 -0.52 -2.45
0.33 -1.19 -0.21
-0.30 0.07 1.83
0.18 -0.90 0.35

# 3
C3H9NO | ωB97M-V/def2-TZVPD

Output
ΔE to the lowest compared entry with this formula, charge and spin: 35.9 kcal/mol
Kohn-Sham gap: 10.416 eV
LUMO energy: 1.011 eV
SMILES: C[C@@H](N)CO
HOMO energy: -0.34561 hartree
Net charge: 0

Positions of all 14 atoms, in Å:
C1 -0.471629 -0.501112 1.419769
C2 0.266462 -0.132280 0.021086
N1 0.069917 -1.179863 -0.913077
C3 -0.095419 1.254241 -0.415103
O1 0.774928 1.738426 -1.549565
H1 0.055400 -1.311969 1.839886
H2 -1.474407 -0.753037 1.155159
H3 -0.524639 0.290570 2.070067
H4 1.335671 -0.177882 0.296434
H5 0.757117 -1.935450 -0.961084
H6 -0.911726 -1.612679 -0.660145
H7 0.163222 1.931379 0.458717
H8 -1.092748 1.359042 -0.747223
H9 1.147850 1.030614 -2.014919

Atoms 1-6, force components in eV/Å:
0.76 0.05 -3.55
0.90 -0.73 3.27
-3.39 -1.85 -0.68
3.16 1.14 -0.64
-1.86 1.46 2.58
0.36 -1.03 0.57

# 4
C3H9NO | ωB97M-V/def2-TZVPD

Output
Spin multiplicity: 2
ΔE to the lowest compared entry with this formula, charge and spin: 60.8 kcal/mol
Kohn-Sham gap (spin up / spin down): 8.160 / 4.588 eV
LUMO energy (spin up / spin down): -5.822 / -9.394 eV
HOMO energy (spin up / spin down): -0.51385 / -0.51385 hartree
Net charge: +1

Positions of all 14 atoms, in Å:
C1 -1.859437 -0.878189 1.387187
C2 -0.849659 -0.170815 0.477065
C3 -0.780000 -0.416870 -1.870024
N1 -0.688291 -1.000305 -0.756935
H1 -1.598603 -1.903246 1.578771
H2 -1.836420 -0.367023 2.366986
H3 -2.932121 -0.822243 1.117827
H4 0.104156 0.004168 1.025079
H5 -1.191317 0.844398 0.242820
H6 -0.617690 0.654632 -1.934882
H7 -1.096692 -0.874641 -2.833242
H8 4.022063 2.110838 -0.786209
H9 4.784515 0.946691 0.001601
O1 4.539496 1.872604 -0.016042

Atoms 1-6, force components in eV/Å:
-0.76 0.86 1.23
-0.12 -0.72 1.98
-0.64 -2.03 -0.84
0.15 3.79 -0.98
0.22 -0.42 -0.06
0.20 -0.19 -0.39

Repeat the second record exactly.
C3H9NO | ωB97M-V/def2-TZVPD

Output
ΔE to the lowest compared entry with this formula, charge and spin: 39.2 kcal/mol
Kohn-Sham gap: 10.286 eV
LUMO energy: 1.150 eV
SMILES: COCCN
HOMO energy: -0.33575 hartree
Net charge: 0

Positions of all 14 atoms, in Å:
C1 -2.111853 0.861107 -0.035356
O1 -0.903517 0.497361 -0.665110
C2 -0.188057 -0.548095 0.100964
C3 1.235192 -0.595520 -0.409686
N1 2.101402 0.326152 0.268507
H1 -2.554450 1.721808 -0.589529
H2 -1.867552 1.207898 1.036202
H3 -2.802170 -0.042190 0.060098
H4 -0.604346 -1.573487 -0.201384
H5 -0.274161 -0.394966 1.176183
H6 1.560827 -1.703374 -0.367697
H7 1.230764 -0.287279 -1.466767
H8 2.196623 0.107696 1.291745
H9 2.981299 0.422889 -0.198170

Atoms 1-6, force components in eV/Å:
0.03 -0.12 1.44
0.63 -1.05 1.15
-1.03 -0.52 -2.45
0.33 -1.19 -0.21
-0.30 0.07 1.83
0.18 -0.90 0.35

The lowest ΔE to the lowest compared entry with this formula, charge and spin belongs to which entry? number 3

What is the ΔE to the lowest compared entry with this formula, charge and spin in the third record? 35.9 kcal/mol

The highest net charge belongs to which entry? number 4